{
  "formula": "C22H20NO3PPd",
  "method": "ωB97M-V/def2-TZVPD",
  "lumo_ha": 0.17856,
  "homo_energy_ev": 0.17,
  "charge": -2,
  "gap_ev": 4.7,
  "elements": ["Pd", "O", "C", "O", "C", "C", "C", "C", "C", "C", "P", "C", "C", "C", "C", "C", "C", "C", "C", "C", "C", "C", "C", "H", "H", "H", "H", "H", "H", "H", "H", "H", "H", "H", "H", "H", "H", "N", "C", "O", "C", "C", "H", "H", "H", "H", "H", "H"],
  "positions_angstrom": [[0.228, 0.711, -2.246], [3.349, -2.919, -1.212], [2.778, -1.808, -1.299], [2.172, -1.319, -2.263], [2.875, -0.966, -0.004], [4.109, -1.026, 0.655], [4.346, -0.387, 1.855], [3.307, 0.293, 2.478], [2.073, 0.343, 1.852], [1.842, -0.226, 0.595], [0.142, -0.119, -0.202], [-0.454, -1.734, 0.518], [-0.563, -2.789, -0.381], [-0.906, -4.064, 0.059], [-1.160, -4.299, 1.400], [-1.051, -3.253, 2.312], [-0.691, -1.991, 1.869], [-0.741, 1.077, 0.920], [-2.029, 0.840, 1.392], [-2.762, 1.828, 2.045], [-2.214, 3.085, 2.245], [-0.938, 3.347, 1.756], [-0.222, 2.365, 1.094], [4.869, -1.635, 0.183], [5.324, -0.447, 2.321], [3.446, 0.768, 3.443], [1.265, 0.852, 2.359], [-0.366, -2.605, -1.432], [-0.967, -4.871, -0.661], [-1.433, -5.293, 1.738], [-1.231, -3.424, 3.368], [-0.578, -1.191, 2.592], [-2.490, -0.129, 1.239], [-3.766, 1.602, 2.388], [-2.781, 3.858, 2.751], [-0.500, 4.333, 1.866], [0.743, 2.600, 0.659], [-2.755, 1.270, -2.548], [-1.807, 0.766, -3.495], [-1.877, -0.410, -3.844], [-1.111, 1.853, -4.304], [-0.036, 2.500, -3.425], [-2.921, 0.519, -1.881], [-2.299, 2.025, -2.038], [-1.923, 2.502, -4.694], [-0.657, 1.347, -5.159], [-0.447, 3.344, -2.851], [0.810, 2.877, -4.012]],
  "atomic_forces_ev_per_a": [[0.278, 0.119, 0.757], [0.109, -0.054, 0.012], [-0.046, -0.177, 0.133], [-0.094, 0.108, -0.134], [0.127, 0.087, 0.260], [-0.107, -0.097, -0.246], [0.062, 0.038, 0.125], [0.014, -0.054, -0.096], [-0.026, 0.096, -0.001], [-0.310, -0.073, 0.029], [0.383, 0.075, 0.001], [0.047, -0.030, -0.101], [-0.085, -0.070, -0.015], [0.012, 0.029, -0.119], [-0.010, 0.011, 0.077], [-0.005, -0.041, -0.104], [0.075, 0.080, 0.116], [0.031, -0.131, -0.234], [-0.139, -0.054, 0.081], [0.112, -0.019, -0.049], [-0.098, -0.011, 0.016], [0.102, 0.016, -0.036], [0.000, 0.048, -0.075], [0.048, 0.010, 0.035], [-0.002, 0.005, 0.006], [0.010, 0.002, 0.007], [-0.026, 0.021, 0.030], [0.030, 0.050, -0.011], [-0.011, -0.024, 0.023], [0.005, 0.001, 0.008], [-0.002, -0.013, 0.002], [0.000, 0.021, -0.008], [0.046, -0.016, -0.003], [-0.013, 0.031, 0.018], [0.014, -0.001, -0.006], [-0.033, 0.002, 0.030], [-0.007, -0.014, 0.013], [0.568, -0.088, 0.205], [-0.786, 0.158, -0.471], [0.034, -0.150, -0.006], [-0.177, -0.057, -0.068], [-0.005, 0.065, -0.051], [-0.083, 0.099, -0.073], [-0.135, -0.030, -0.022], [0.136, 0.113, -0.039], [-0.015, -0.024, 0.043], [0.070, -0.045, -0.037], [-0.100, -0.009, -0.024]],
  "lowdin_charge": [0.353, -0.075, -0.722, -0.087, -0.121, -0.053, -0.120, -0.123, -0.123, -0.256, 0.951, -0.333, -0.080, -0.094, -0.124, -0.112, -0.111, -0.363, -0.118, -0.114, -0.131, -0.108, -0.126, 0.103, 0.082, 0.082, 0.079, 0.104, 0.094, 0.083, 0.086, 0.098, 0.096, 0.088, 0.082, 0.090, 0.104, 0.077, -0.694, -0.053, -0.317, -0.323, 0.062, 0.054, 0.079, 0.086, -0.023, -0.030]
}

{
  "formula": "C3H11N2OPS",
  "method": "ωB97M-V/def2-TZVPD",
  "lumo_ha": [-0.02657, -0.06740],
  "homo_energy_ev": [-8.23, -8.05],
  "gap_ev": [7.5, 6.2],
  "elements": ["C", "C", "C", "N", "N", "O", "P", "S", "H", "H", "H", "H", "H", "H", "H", "H", "H", "H", "H"],
  "positions_angstrom": [[-0.052, 2.433, -1.430], [0.636, -1.153, 2.812], [-0.648, 1.238, -2.019], [0.031, -2.693, -0.493], [-0.229, -2.135, 0.637], [-1.440, 0.513, -1.071], [0.282, -0.563, 1.149], [2.013, -0.226, 0.234], [-0.794, 3.289, -1.355], [0.327, 2.132, -0.454], [0.707, 2.916, -1.925], [-0.144, -1.772, 3.292], [1.450, -1.874, 2.648], [0.942, -0.513, 3.589], [0.031, 0.420, -2.534], [-1.406, 1.548, -2.755], [-1.175, 1.017, -0.236], [0.587, -2.165, -1.147], [-1.118, -2.410, 1.058]],
  "atomic_forces_ev_per_a": [[-1.535, 1.168, 1.898], [0.056, -2.603, 0.566], [-1.009, -2.740, -2.954], [-2.219, -0.785, 1.252], [0.271, 0.324, -2.392], [0.973, 1.579, 2.227], [1.059, 0.857, -0.151], [-0.722, 0.016, 0.115], [0.376, -1.252, 0.394], [0.209, 0.488, 0.250], [2.159, 0.495, -1.522], [-0.204, 0.348, -0.525], [0.057, 0.251, 0.225], [0.400, 1.480, 0.393], [-0.750, 2.034, 1.005], [0.546, -0.139, -0.398], [-1.105, -1.541, -1.171], [1.180, 0.848, 0.644], [0.258, -0.829, 0.145]],
  "lowdin_charge": [-0.120, -0.346, -0.367, 0.094, -0.312, -0.188, 0.402, 0.143, 0.112, 0.033, 0.049, 0.045, 0.034, 0.020, 0.137, 0.105, 0.030, 0.012, 0.115]
}

{
  "formula": "C46H41N10O4S2Sr",
  "method": "ωB97M-V/def2-TZVPD",
  "lumo_ha": [0.04546, 0.04563],
  "homo_energy_ev": [-3.61, -3.62],
  "charge": -1,
  "gap_ev": [4.8, 4.9],
  "elements": ["Sr", "C", "C", "C", "C", "C", "N", "C", "N", "C", "C", "C", "C", "C", "C", "C", "C", "N", "C", "N", "C", "N", "C", "N", "C", "N", "C", "C", "C", "C", "C", "C", "C", "C", "C", "C", "C", "C", "N", "C", "C", "H", "H", "H", "H", "H", "H", "H", "H", "H", "H", "H", "H", "H", "H", "H", "H", "O", "S", "C", "C", "C", "C", "H", "H", "H", "H", "H", "H", "H", "H", "C", "S", "C", "H", "H", "H", "H", "H", "H", "C", "C", "C", "C", "C", "C", "O", "N", "C", "O", "N", "C", "O", "H", "H", "H", "H", "H", "H", "H", "H", "H", "H", "H"],
  "positions_angstrom": [[0.072, 0.168, 0.207], [1.692, -4.205, 5.186], [0.558, -3.682, 5.825], [-0.073, -2.544, 5.345], [0.442, -1.953, 4.201], [0.060, -0.758, 3.431], [0.872, -0.659, 2.344], [1.838, -1.590, 2.419], [2.969, -1.649, 1.702], [3.290, -0.792, 0.739], [4.667, -0.673, 0.216], [5.845, -1.333, 0.524], [6.999, -0.935, -0.139], [6.970, 0.106, -1.077], [5.786, 0.769, -1.371], [4.638, 0.357, -0.715], [3.244, 0.842, -0.742], [2.843, 1.844, -1.517], [1.687, 2.500, -1.328], [0.862, 2.386, -0.275], [-0.084, 3.361, -0.327], [-0.954, 3.673, 0.626], [-1.114, 2.951, 1.751], [-0.696, 1.685, 1.988], [-1.037, 1.322, 3.243], [-0.801, 0.152, 3.862], [-1.773, 2.413, 3.872], [-2.341, 2.566, 5.136], [-2.955, 3.770, 5.432], [-2.989, 4.816, 4.492], [-2.412, 4.672, 3.241], [-1.812, 3.450, 2.936], [0.091, 4.129, -1.572], [-0.605, 5.188, -2.138], [-0.159, 5.680, -3.357], [0.964, 5.132, -3.992], [1.664, 4.080, -3.418], [1.210, 3.585, -2.203], [2.506, 0.125, 0.133], [1.567, -2.473, 3.566], [2.215, -3.598, 4.053], [2.165, -5.094, 5.586], [0.172, -4.178, 6.707], [-0.945, -2.129, 5.835], [5.854, -2.131, 1.257], [7.939, -1.431, 0.072], [7.886, 0.398, -1.575], [5.750, 1.580, -2.088], [-2.298, 1.759, 5.858], [-3.410, 3.916, 6.405], [-3.469, 5.751, 4.758], [-2.424, 5.475, 2.513], [-1.470, 5.607, -1.639], [-0.686, 6.501, -3.829], [1.287, 5.537, -4.944], [2.536, 3.650, -3.897], [3.095, -3.987, 3.554], [-2.895, -0.829, 0.550], [-3.427, 0.389, 1.278], [-5.164, 0.157, 1.663], [-5.692, 1.583, 1.806], [-5.029, 2.446, 0.694], [-3.897, 1.633, 0.054], [-5.250, -0.442, 2.569], [-5.585, -0.392, 0.814], [-5.421, 1.973, 2.788], [-6.778, 1.602, 1.745], [-4.637, 3.370, 1.118], [-5.751, 2.727, -0.070], [-3.027, 2.229, -0.214], [-4.199, 1.045, -0.818], [0.568, -5.095, 0.965], [-1.149, -4.693, 1.349], [-1.510, -3.638, -0.076], [0.649, -5.650, 0.030], [0.950, -5.710, 1.781], [1.172, -4.189, 0.896], [-0.608, -3.066, -0.296], [-2.304, -2.949, 0.199], [-1.799, -4.218, -0.953], [-0.464, -4.565, -3.915], [0.457, -3.561, -4.599], [0.323, -2.128, -4.082], [1.311, -1.230, -4.871], [1.270, 0.269, -4.592], [-1.080, -1.615, -4.354], [-1.692, -1.876, -5.370], [-1.603, -0.771, -3.407], [-0.945, -0.390, -2.237], [-1.414, 0.589, -1.615], [0.139, -1.066, -1.811], [0.719, -2.032, -2.600], [1.592, -2.762, -2.172], [-0.319, -5.564, -4.332], [-1.516, -4.301, -4.052], [-0.253, -4.621, -2.845], [0.264, -3.540, -5.672], [1.495, -3.855, -4.444], [1.121, -1.423, -5.929], [2.307, -1.617, -4.641], [0.300, 0.710, -4.838], [2.020, 0.773, -5.205], [1.500, 0.504, -3.550], [-2.475, -0.310, -3.614]],
  "atomic_forces_ev_per_a": [[-0.472, -0.365, 1.443], [-0.073, 0.057, 0.023], [0.069, -0.008, -0.063], [0.018, -0.035, 0.025], [-0.176, 0.127, 0.030], [-0.173, 0.330, 0.253], [0.474, -0.026, 0.385], [0.088, 0.138, -0.050], [-0.087, 0.049, -0.071], [-0.010, -0.069, 0.237], [-0.084, -0.222, 0.150], [0.050, -0.026, -0.027], [-0.060, 0.066, -0.043], [-0.067, -0.069, 0.081], [0.043, -0.037, -0.045], [-0.082, 0.160, -0.226], [-0.080, 0.262, -0.147], [-0.078, -0.075, 0.125], [0.127, -0.013, 0.153], [0.413, 0.474, -0.076], [-0.244, 0.231, 0.254], [0.178, -0.248, -0.072], [0.017, 0.090, -0.018], [0.114, 0.412, 0.385], [-0.098, -0.130, 0.015], [0.168, -0.085, -0.200], [0.094, -0.186, 0.167], [-0.041, 0.020, -0.021], [0.013, 0.025, -0.070], [0.031, -0.063, -0.018], [-0.071, -0.054, 0.030], [-0.080, 0.102, -0.304], [-0.108, -0.011, 0.208], [0.014, 0.035, -0.054], [0.053, -0.071, 0.032], [-0.046, -0.011, 0.072], [-0.011, 0.028, -0.022], [0.212, -0.143, -0.067], [0.400, -0.033, 0.137], [0.203, -0.080, -0.130], [-0.013, -0.039, 0.023], [-0.017, 0.015, 0.001], [0.014, 0.006, -0.018], [0.032, -0.011, -0.017], [0.003, 0.047, -0.036], [-0.011, 0.007, -0.004], [0.007, -0.009, 0.002], [-0.002, -0.025, 0.032], [0.014, 0.019, -0.026], [0.011, 0.006, -0.034], [0.006, -0.014, -0.002], [0.007, -0.034, 0.038], [0.024, -0.010, -0.015], [0.006, -0.009, 0.003], [-0.013, -0.006, 0.024], [-0.036, 0.013, 0.029], [-0.036, 0.022, 0.019], [-0.163, 0.721, 0.443], [0.451, -0.434, -0.181], [-0.184, -0.155, -0.070], [0.087, -0.011, -0.074], [0.033, -0.099, 0.030], [0.004, -0.015, -0.070], [-0.025, 0.011, -0.038], [-0.087, 0.065, 0.080], [0.030, -0.011, -0.002], [-0.032, -0.004, -0.023], [0.021, -0.019, 0.014], [-0.039, -0.003, -0.019], [0.009, -0.048, 0.002], [-0.055, 0.090, 0.013], [0.043, -0.045, 0.006], [0.020, 0.048, -0.017], [0.136, -0.054, 0.161], [-0.012, 0.007, 0.024], [-0.022, 0.027, -0.032], [-0.028, -0.007, 0.002], [-0.076, 0.044, -0.101], [-0.011, -0.017, -0.028], [0.045, -0.012, 0.011], [-0.005, 0.022, 0.022], [0.031, -0.078, 0.075], [-0.174, 0.097, 0.193], [0.064, 0.012, -0.056], [-0.011, 0.015, 0.052], [0.024, 0.032, -0.051], [-0.024, 0.050, 0.013], [0.143, -0.185, -0.021], [-0.011, 0.270, -0.370], [-0.279, -0.475, -0.980], [-0.322, -0.644, -1.503], [-0.332, 0.254, 0.111], [0.066, -0.023, 0.070], [-0.003, 0.032, 0.002], [0.037, 0.007, 0.003], [0.001, 0.021, -0.036], [-0.024, -0.032, -0.008], [0.015, -0.015, -0.023], [0.011, 0.055, -0.025], [0.017, 0.001, -0.031], [0.041, -0.035, 0.014], [-0.018, -0.001, 0.002], [-0.018, -0.037, -0.077], [-0.005, 0.055, -0.007]],
  "lowdin_charge": [1.495, -0.093, -0.091, -0.019, -0.106, -0.282, 0.016, -0.285, 0.200, -0.271, -0.101, -0.018, -0.092, -0.093, -0.021, -0.103, -0.277, 0.195, -0.291, 0.017, -0.297, 0.193, -0.312, 0.013, -0.336, 0.202, -0.122, -0.026, -0.102, -0.103, -0.033, -0.117, -0.102, -0.023, -0.095, -0.095, -0.024, -0.105, 0.043, -0.116, -0.028, 0.093, 0.093, 0.109, 0.109, 0.093, 0.093, 0.108, 0.107, 0.091, 0.090, 0.107, 0.107, 0.092, 0.093, 0.109, 0.111, -0.545, 0.950, -0.327, -0.225, -0.205, -0.307, 0.092, 0.101, 0.105, 0.103, 0.100, 0.104, 0.069, 0.098, -0.430, 0.731, -0.420, 0.032, 0.022, 0.023, 0.011, -0.002, 0.029, -0.074, -0.189, -0.308, -0.156, -0.070, -0.414, 0.086, 0.217, -0.571, -0.128, 0.009, -0.453, 0.074, 0.072, 0.076, 0.059, 0.114, 0.117, 0.120, 0.126, 0.083, 0.076, 0.060, 0.163]
}

Calculated max |F| in order - 0.93, 4.15, 1.67 eV/Å
Calculated calculated total energy in order - -43539.555, -28438.139, -93973.980 eV